## one
{"formula": "C15H14N4O4S", "method": "the ωB97M-V functional and the def2-TZVPD basis", "species": ["O", "C", "C", "S", "C", "N", "C", "C", "C", "N", "N", "C", "O", "N", "C", "C", "C", "C", "C", "C", "O", "C", "C", "O", "H", "H", "H", "H", "H", "H", "H", "H", "H", "H", "H", "H", "H", "H"], "positions_angstrom": [[-1.80156, -2.06510, -1.29741], [-2.38310, -1.72516, -0.28766], [-3.88450, -1.91545, -0.15454], [-4.72774, -0.59082, 0.77175], [-3.97503, 0.79045, 0.01700], [-3.01056, 0.53804, -0.85621], [-2.40586, 1.57811, -1.40142], [-2.76436, 2.87904, -1.08160], [-3.79654, 3.02234, -0.16080], [-4.40232, 1.98659, 0.38898], [-1.76549, -1.29150, 0.84716], [-0.43127, -0.83241, 1.01083], [-0.13853, -0.28655, 2.04755], [0.35109, -1.07538, -0.05682], [1.69626, -0.74197, -0.23697], [2.27786, -1.06169, -1.46393], [3.59740, -0.74705, -1.70928], [4.36621, -0.12012, -0.73655], [3.79471, 0.16782, 0.50625], [2.46059, -0.13230, 0.74742], [4.51621, 0.74322, 1.51943], [5.90926, 0.69921, 1.30831], [6.23841, 1.11266, -0.12556], [5.66846, 0.20052, -1.03652], [-4.09293, -2.83525, 0.39402], [-4.31534, -1.98525, -1.15311], [-1.61878, 1.34301, -2.10561], [-2.27043, 3.72841, -1.52094], [-4.15541, 3.99324, 0.15384], [-2.34957, -1.06780, 1.64576], [-0.11039, -1.53181, -0.84576], [1.68841, -1.55076, -2.22443], [4.05899, -0.97583, -2.65617], [2.03892, 0.10986, 1.70770], [6.35452, 1.38388, 2.03153], [6.28363, -0.31879, 1.48441], [7.31429, 1.10072, -0.30618], [5.84411, 2.12205, -0.30860]], "orbital_gap_ev": 8.25, "smiles": "O=C(CSc1ncccn1)NC(=O)Nc1ccc2c(c1)OCCO2", "multiplicity": 1}

## two
{"formula": "C15H14N4O4S", "method": "the ωB97M-V functional and the def2-TZVPD basis", "species": ["C", "C", "O", "N", "C", "C", "C", "C", "N", "C", "O", "C", "S", "C", "C", "C", "C", "N", "O", "O", "C", "N", "C", "C", "H", "H", "H", "H", "H", "H", "H", "H", "H", "H", "H", "H", "H", "H"], "positions_angstrom": [[-6.41001, -1.22410, 0.78154], [-5.19031, -0.86920, -0.04486], [-5.07765, -1.14675, -1.21547], [-4.24770, -0.20504, 0.68957], [-3.00221, 0.28332, 0.28747], [-2.25217, 1.00891, 1.21126], [-1.01549, 1.52407, 0.88000], [-0.49904, 1.31560, -0.39464], [0.74471, 1.81216, -0.80932], [1.67585, 2.46930, -0.07922], [1.56990, 2.78890, 1.08206], [2.92845, 2.81838, -0.88654], [4.40753, 2.19253, -0.03306], [4.07069, 0.48886, -0.02716], [4.92843, -0.38060, 0.66406], [4.62487, -1.71940, 0.67251], [3.47977, -2.14621, -0.00992], [3.11780, -3.53224, -0.02321], [3.84291, -4.30747, 0.56544], [2.10987, -3.84326, -0.62440], [2.70097, -1.20759, -0.67872], [2.99429, 0.07435, -0.69064], [-1.24481, 0.58531, -1.31711], [-2.48240, 0.07322, -0.98743], [-7.13102, -1.73422, 0.14986], [-6.86537, -0.32417, 1.18984], [-6.12818, -1.88008, 1.60274], [-4.47535, -0.01779, 1.65655], [-2.64326, 1.17504, 2.20527], [-0.44863, 2.08385, 1.60409], [1.00073, 1.53708, -1.74717], [3.05771, 3.90076, -0.90292], [2.92086, 2.41849, -1.89821], [5.79115, 0.01407, 1.17497], [5.23504, -2.44409, 1.19020], [1.81370, -1.51000, -1.21859], [-0.85061, 0.41513, -2.30909], [-3.05101, -0.48710, -1.70973]], "orbital_gap_ev": 7.28, "smiles": "CC(=O)Nc1ccc(NC(=O)CSc2ccc([N+](=O)[O-])cn2)cc1", "multiplicity": 1}

Relative energies, unit hartree: one 0.0000; two 0.0907